This record from the OMol25 dataset describes a molecular structure, C4H9NS in a non-equilibrium geometry. The level of theory is ωB97M-V/def2-TZVPD.

Last column: natural (NBO) charge in e.
Geometry (Å):
C: -2.7631 -0.6453 0.0866  -0.387
C: -1.7931 1.2134 -0.2462  -0.348
C: -0.1334 -1.4143 -0.4313  -0.924
C: 3.4185 0.2727 0.3856  -0.847
N: -2.9946 0.6594 -0.1430  -0.421
S: -1.0355 -0.3317 0.4591  0.816
H: -3.4468 -1.3251 0.5540  0.212
H: -1.5765 2.2614 -0.2638  0.209
H: 3.6510 1.1837 0.9258  0.210
H: -0.3510 -1.4864 -1.4836  0.210
H: 0.9081 -1.3983 -0.1630  0.209
H: 4.2808 -0.3807 0.3827  0.212
H: 2.5879 -0.2230 0.8735  0.210
H: 3.1438 0.5186 -0.6329  0.214
H: -3.8960 1.0958 -0.3036  0.424

As for the LUMO energy (alpha / beta): 0.577 / 0.577 eV. As for the relative energy (zero: lowest compared OMol25 entry of this formula, charge and spin): 133.2 kcal per mole. The largest force on an atom is 1.38 eV/Å. The gap between HOMO and LUMO (alpha / beta) comes out at 8.050 / 8.050 eV.

---

This record from the OMol25 dataset describes a single C4H9NS molecule in a non-equilibrium geometry. The level of theory is ωB97M-V/def2-TZVPD.

Last column: natural (NBO) charge in e.
Geometry (Å):
S: 2.2030 0.1392 0.0734  0.001
C: 0.7127 -0.6536 -0.2820  -0.568
C: -0.4166 -0.1924 0.5402  -0.245
C: -1.7495 -0.9057 0.1473  -0.211
N: -2.0951 0.3437 -0.5784  -0.618
C: -1.0801 1.1083 0.1423  -0.222
H: 2.7061 0.3539 -1.1099  0.118
H: 0.7610 -1.7840 -0.3204  0.222
H: 0.4521 -0.2586 -1.3415  0.234
H: -0.2416 -0.3005 1.5962  0.205
H: -2.3897 -1.0751 1.0133  0.175
H: -1.7337 -1.7647 -0.5235  0.189
H: -3.0518 0.6478 -0.3626  0.352
H: -0.3281 1.8050 -0.3312  0.192
H: -1.5558 1.6034 0.9683  0.178

As for the LUMO energy: 0.982 eV. As for the relative energy (zero: lowest compared OMol25 entry of this formula, charge and spin): 42.6 kcal per mole. The largest force on an atom is 4.10 eV/Å. The gap between HOMO and LUMO comes out at 9.811 eV.

---

This record from the OMol25 dataset describes a single C4H9NS molecule in a non-equilibrium geometry. The level of theory is ωB97M-V/def2-TZVPD.

Last column: natural (NBO) charge in e.
Geometry (Å):
C: 0.4766 1.7996 -0.3797  -0.608
C: 0.2586 0.6403 0.6136  -0.499
C: -0.1698 -0.7362 0.0963  0.288
C: 0.9384 -1.7401 -0.1360  -0.655
N: -1.3878 -1.1646 -0.1005  -0.539
S: -2.5824 0.1117 0.0211  0.104
H: 1.4993 1.7945 -0.7821  0.209
H: 0.2930 2.7793 0.1168  0.219
H: -0.2172 1.7318 -1.2323  0.219
H: -0.3524 1.0170 1.4425  0.234
H: 1.2238 0.4262 1.0858  0.214
H: 1.6078 -1.3245 -0.8782  0.222
H: 0.4852 -2.7395 -0.4309  0.241
H: 1.4976 -1.7782 0.8078  0.217
H: -3.5705 -0.8173 -0.2442  0.134

As for the LUMO energy: 0.927 eV. As for the relative energy (zero: lowest compared OMol25 entry of this formula, charge and spin): 25.2 kcal per mole. The largest force on an atom is 2.59 eV/Å. The gap between HOMO and LUMO comes out at 9.561 eV.

---

This record from the OMol25 dataset describes a single C4H9NS molecule in a non-equilibrium geometry. The level of theory is ωB97M-V/def2-TZVPD.

Last column: natural (NBO) charge in e.
Geometry (Å):
C: 2.2628 -0.8283 -0.0746  -0.627
C: 0.7730 -0.3821 -0.2490  -0.393
S: 0.3320 1.2215 -0.1606  0.202
C: -0.1786 -0.0076 0.9222  -0.370
C: -1.6040 -0.4386 0.6083  -0.219
N: -1.8612 -0.5761 -0.7726  -0.854
H: 2.8835 -1.0103 -1.1256  0.225
H: 2.8586 -0.1966 0.7705  0.216
H: 2.4451 -1.8409 0.2616  0.214
H: 0.2806 -1.0320 -0.9439  0.236
H: 0.4703 0.0991 1.7697  0.253
H: -1.6282 -1.4846 0.8399  0.205
H: -2.5127 0.1962 1.2010  0.164
H: -1.5453 0.1067 -1.4600  0.380
H: -3.0554 -0.4102 -0.5774  0.367

As for the LUMO energy: 0.888 eV. As for the relative energy (zero: lowest compared OMol25 entry of this formula, charge and spin): 91.7 kcal per mole. The largest force on an atom is 6.45 eV/Å. The gap between HOMO and LUMO comes out at 9.402 eV.

---

This record from the OMol25 dataset describes a molecular structure, C4H9NS in a non-equilibrium geometry. The level of theory is ωB97M-V/def2-TZVPD.

Last column: natural (NBO) charge in e.
Geometry (Å):
C: 1.3955 -0.5546 -0.1689  -0.253
C: 1.4205 0.9126 -1.4789  -0.568
C: -1.6551 0.4492 1.3032  -0.681
C: -0.4778 -0.3194 0.9128  0.264
N: 0.7277 -0.0310 0.9010  -0.459
S: -1.1513 -1.6715 -0.2139  -0.157
H: 2.4028 -0.3989 0.0837  0.186
H: 1.3581 -1.5526 -0.7257  0.215
H: 2.2710 0.7143 -1.9149  0.175
H: 0.6307 0.6951 -2.1003  0.202
H: 1.5939 1.8208 -0.7639  0.219
H: -1.6706 1.2713 2.0972  0.241
H: -1.8639 0.7482 0.2813  0.250
H: -2.4789 -0.2643 1.5748  0.219
H: -2.5027 -1.8191 0.2125  0.146

As for the LUMO energy: 0.654 eV. As for the relative energy (zero: lowest compared OMol25 entry of this formula, charge and spin): 93.9 kcal per mole. The largest force on an atom is 7.31 eV/Å. The gap between HOMO and LUMO comes out at 9.494 eV.

---

This record from the OMol25 dataset describes a single C4H9NS2 molecule in a non-equilibrium geometry. The level of theory is ωB97M-V/def2-TZVPD.

Last column: natural (NBO) charge in e.
Geometry (Å):
C: -1.0404 1.8764 -0.2277  -0.422
N: -1.2335 0.4893 0.1714  -0.611
C: -0.1167 -0.4785 -0.2407  -0.156
C: -0.5911 -1.9220 -0.0640  -0.296
S: -2.1334 -2.3364 -0.0422  0.121
C: 1.2040 -0.3197 0.5231  -0.518
S: 2.5638 -1.3858 -0.1157  -0.042
H: -0.2594 2.4517 0.2985  0.167
H: -2.0478 2.3067 -0.0581  0.211
H: -0.8543 1.9472 -1.3552  0.193
H: -1.4270 0.4857 1.1300  0.356
H: 0.1723 -0.1954 -1.2682  0.221
H: 0.2209 -2.6914 -0.0100  0.208
H: 1.5235 0.7169 0.5277  0.226
H: 1.0257 -0.5996 1.5738  0.214
H: 2.9935 -0.3452 -0.8426  0.127

As for the LUMO energy: -0.165 eV. As for the relative energy (zero: lowest compared OMol25 entry of this formula, charge and spin): 41.5 kcal per mole. The largest force on an atom is 3.51 eV/Å. The gap between HOMO and LUMO comes out at 8.264 eV.

---

This record from the OMol25 dataset describes a molecular structure, C4H9NaO4Pt in a non-equilibrium geometry. The level of theory is ωB97M-V/def2-TZVPD.

Last column: natural (NBO) charge in e.
Geometry (Å):
O: -0.6454 0.0220 -2.0122  -0.970
Pt: -1.9537 -0.8007 -1.0778  0.644
O: -2.6933 -0.8211 0.5718  -0.768
C: -1.7684 -0.9194 1.5555  0.231
O: -0.4856 -0.3601 1.2194  -0.616
C: -0.4437 1.0634 1.0819  -0.117
C: 1.0277 1.4054 1.1900  -0.088
O: 1.7157 0.9002 0.0568  -0.582
C: 3.0897 1.2205 0.0174  -0.250
Na: 0.7974 -1.0688 -0.7299  0.916
H: -1.5258 -1.9769 1.7802  0.144
H: -2.0976 -0.3852 2.4722  0.133
H: -0.9664 1.5425 1.9279  0.193
H: -0.7742 1.5634 -0.0185  0.231
H: 1.4680 0.9219 2.0812  0.173
H: 1.1296 2.5033 1.2258  0.180
H: 3.4958 0.8231 -0.9209  0.194
H: 3.2409 2.3116 0.0369  0.182
H: 3.6136 0.7532 0.8675  0.170

As for the LUMO energy (alpha / beta): -0.418 / -0.437 eV. The multiplicity is 3. Its expectation value of S² is 2.0170. The largest force on an atom is 4.66 eV/Å. The gap between HOMO and LUMO (alpha / beta) comes out at 6.761 / 7.186 eV.

---

This record from the OMol25 dataset describes 2 unconnected molecules or ions with the total composition C4H9O in a non-equilibrium geometry. The level of theory is ωB97M-V/def2-TZVPD.

Last column: natural (NBO) charge in e.
Geometry (Å):
C: -1.9643 1.9657 0.9433  -0.199
O: -0.9174 2.3824 0.1898  -0.990
H: -2.2358 2.6923 1.7573  0.071
H: -1.8424 0.9934 1.4822  0.067
H: -2.9088 1.9087 0.3499  0.074
C: 0.4162 -0.3538 -0.0371  -0.682
C: 1.0981 -1.2148 -1.0369  -0.119
C: 2.1149 -2.0239 -0.7675  -0.479
H: -0.6609 -0.3799 -0.1972  0.231
H: 0.5904 0.7122 -0.1879  0.300
H: 0.6491 -0.7093 0.9564  0.186
H: 0.7271 -1.0152 -2.0272  0.183
H: 2.4852 -2.5933 -1.6283  0.173
H: 2.4486 -2.3645 0.2030  0.186

As for the charge: -1. As for the LUMO energy: 3.835 eV. As for the relative energy (zero: lowest compared OMol25 entry of this formula, charge and spin): 25.3 kcal per mole. The largest force on an atom is 2.03 eV/Å. The gap between HOMO and LUMO comes out at 5.833 eV.